No. 1
A structure of composition C42H105F6K2N3O40P7S6 in a non-equilibrium geometry, computed with ωB97M-V/def2-TZVPD.

Properties
Gap between HOMO and LUMO = 0.3099 Eh
Total charge = -1

Positions of all 211 atoms, in Å:
K1 -20.111 -14.594 18.674
K2 -16.802 -16.405 18.918
S1 -17.179 -19.253 15.791
S2 -20.024 -18.130 20.231
S3 -17.090 -12.352 19.044
S4 -17.084 -13.237 16.926
S5 -16.236 -20.855 17.177
S6 -18.899 -16.557 21.798
P1 -23.472 -7.620 15.228
P2 -23.320 -13.429 21.358
P3 -20.474 -6.083 22.036
P4 -22.775 -20.010 16.849
P5 -23.803 -14.180 16.214
P6 -16.513 -11.936 25.155
P7 -21.478 -11.095 10.344
F1 -18.433 -19.291 14.805
F2 -17.591 -15.608 21.706
F3 -16.639 -22.136 18.093
F4 -17.563 -14.569 16.082
F5 -20.955 -17.792 18.963
F6 -17.813 -12.835 20.393
O1 -17.932 -12.257 16.235
O2 -21.832 -9.474 10.480
O3 -21.986 -8.256 15.365
O4 -23.214 -6.045 15.352
O5 -16.294 -10.311 25.321
O6 -19.742 -15.693 22.646
O7 -17.778 -11.093 18.718
O8 -21.111 -6.129 23.530
O9 -16.089 -19.315 14.807
O10 -22.483 -14.517 16.791
O11 -19.431 -4.836 22.152
O12 -24.315 -12.678 16.073
O13 -24.400 -8.179 16.284
O14 -17.366 -18.033 16.612
O15 -18.135 -17.707 22.348
O16 -17.775 -12.092 24.252
O17 -19.888 -11.164 10.530
O18 -22.589 -18.344 16.615
O19 -22.211 -11.788 11.648
O20 -21.440 -5.972 20.932
O21 -24.563 -13.263 20.339
O22 -15.280 -12.390 24.232
O23 -15.663 -12.368 19.288
O24 -16.558 -12.794 26.438
O25 -23.518 -20.529 15.534
O26 -15.894 -19.879 18.196
O27 -19.253 -19.261 19.655
O28 -23.436 -12.087 22.265
O29 -15.252 -21.546 16.307
O30 -21.501 -20.706 17.101
O31 -25.055 -14.966 16.967
O32 -22.024 -11.715 9.081
O33 -21.026 -18.397 21.276
O34 -19.576 -7.355 22.045
O35 -22.040 -13.501 20.561
O36 -23.936 -20.003 18.040
O37 -23.896 -7.880 13.709
O38 -23.584 -14.677 22.314
O39 -15.692 -13.273 16.606
O40 -23.992 -14.766 14.735
N1 -19.260 -16.593 20.305
N2 -17.604 -20.723 16.601
N3 -17.626 -13.714 18.170
C1 -24.630 -20.276 20.309
C2 -25.233 -14.758 14.053
C3 -13.794 -12.557 22.460
C4 -26.490 -16.929 17.187
C5 -24.118 -5.248 16.113
C6 -22.991 -15.982 21.902
C7 -21.053 -7.864 16.301
C8 -25.128 -16.343 17.239
C9 -22.983 -10.863 24.199
C10 -24.890 -20.237 15.390
C11 -22.032 -5.178 23.996
C12 -26.056 -8.518 12.883
C13 -25.074 -7.301 13.249
C14 -23.066 -8.827 10.156
C15 -20.071 -8.428 21.340
C16 -23.453 -5.588 23.933
C17 -18.031 -10.123 9.350
C18 -23.420 -20.089 19.393
C19 -21.555 -12.359 13.824
C20 -22.082 -11.169 13.018
C21 -24.171 -16.986 21.913
C22 -26.792 -13.956 20.214
C23 -24.427 -11.855 17.101
C24 -18.383 -13.278 23.919
C25 -15.623 -9.818 26.465
C26 -19.086 -13.825 25.147
C27 -21.494 -17.882 15.900
C28 -15.148 -8.414 26.236
C29 -18.475 -4.577 21.182
C30 -25.869 -11.427 17.253
C31 -25.105 -19.805 13.900
C32 -20.853 -9.061 17.280
C33 -25.798 -13.109 20.975
C34 -19.227 -9.668 21.509
C35 -22.949 -7.338 10.188
C36 -14.820 -11.666 23.163
C37 -19.135 -3.600 20.228
C38 -22.041 -17.724 14.508
C39 -22.414 -11.719 23.178
C40 -25.423 -16.257 13.582
C41 -19.013 -11.369 9.436
C42 -23.696 -5.271 17.548
H1 -25.839 -13.436 22.014
H2 -18.107 -5.461 20.662
H3 -18.292 -2.989 19.905
H4 -24.557 -16.965 22.932
H5 -27.000 -16.551 16.301
H6 -21.834 -4.146 23.708
H7 -24.057 -4.236 15.713
H8 -12.939 -12.637 23.132
H9 -19.822 -14.610 24.974
H10 -21.128 -8.662 21.465
H11 -13.484 -12.132 21.505
H12 -14.240 -13.535 22.280
H13 -22.975 -10.814 13.531
H14 -14.472 -10.707 23.547
H15 -25.174 -5.513 16.064
H16 -14.591 -8.372 25.300
H17 -18.511 -12.327 9.576
H18 -22.040 -12.575 23.740
H19 -23.092 -9.820 23.901
H20 -17.159 -10.290 8.717
H21 -23.799 -9.172 10.886
H22 -23.381 -9.186 9.177
H23 -22.629 -5.070 17.637
H24 -26.085 -12.062 20.871
H25 -18.454 -14.132 25.980
H26 -24.465 -16.831 16.524
H27 -25.468 -16.949 14.423
H28 -25.283 -19.543 16.133
H29 -21.278 -10.433 13.001
H30 -22.462 -11.003 25.146
H31 -22.929 -17.113 14.351
H32 -22.720 -20.916 19.508
H33 -23.941 -6.889 10.147
H34 -24.618 -18.903 13.531
H35 -19.148 -13.025 23.185
H36 -24.001 -12.272 18.013
H37 -19.588 -11.627 8.547
H38 -20.548 -12.586 13.476
H39 -22.361 -18.698 14.137
H40 -21.714 -9.198 17.936
H41 -16.424 -9.839 27.204
H42 -24.001 -5.001 24.671
H43 -24.266 -4.563 18.151
H44 -26.889 -8.184 12.265
H45 -19.550 -13.077 25.790
H46 -16.017 -7.781 26.057
H47 -25.208 -21.146 19.999
H48 -27.066 -16.742 18.093
H49 -19.723 -4.078 19.444
H50 -14.638 -7.965 27.089
H51 -17.662 -4.029 21.657
H52 -26.571 -12.259 17.314
H53 -26.412 -18.012 17.097
H54 -21.536 -11.304 22.682
H55 -24.678 -16.596 12.862
H56 -23.863 -10.935 16.948
H57 -19.319 -10.056 22.524
H58 -19.936 -9.046 17.869
H59 -17.697 -14.040 23.550
H60 -22.794 -19.218 19.588
H61 -25.476 -9.280 12.363
H62 -21.840 -5.171 25.069
H63 -24.715 -20.650 13.332
H64 -20.159 -7.584 15.743
H65 -22.219 -16.293 22.605
H66 -27.811 -13.691 20.495
H67 -24.538 -16.443 18.150
H68 -18.186 -9.402 21.329
H69 -25.384 -21.189 15.586
H70 -23.601 -6.660 24.063
H71 -19.948 -8.354 20.260
H72 -17.624 -9.782 10.302
H73 -22.167 -13.254 13.706
H74 -23.907 -6.229 18.022
H75 -25.147 -14.160 13.146
H76 -26.103 -19.559 13.537
H77 -20.610 -18.519 15.865
H78 -22.590 -6.867 9.273
H79 -26.357 -16.417 13.044
H80 -20.682 -10.036 16.826
H81 -19.492 -10.395 20.741
H82 -26.671 -15.036 20.137
H83 -25.997 -10.858 18.174
H84 -21.053 -16.953 16.261
H85 -24.190 -20.352 21.304
H86 -26.319 -8.924 13.860
H87 -22.431 -15.952 20.967
H88 -23.986 -11.255 24.367
H89 -24.947 -16.745 21.185
H90 -26.158 -10.787 16.419
H91 -21.253 -17.351 13.854
H92 -23.888 -5.436 22.945
H93 -21.439 -6.941 16.734
H94 -26.106 -14.448 14.627
H95 -15.617 -11.561 22.426
H96 -24.865 -6.691 12.371
H97 -25.345 -19.454 20.271
H98 -18.580 -9.293 8.904
H99 -22.355 -6.942 11.011
H100 -25.424 -6.486 13.882
H101 -14.768 -10.438 26.734
H102 -26.752 -13.652 19.168
H103 -23.903 -18.015 21.675
H104 -21.453 -12.080 14.873
H105 -19.739 -2.895 20.800


No. 2
A cluster of 10 separate species, C42H105N6O10 in total in a non-equilibrium geometry, computed with ωB97M-V/def2-TZVPD.

Properties
<S²> = 0.754
Gap between HOMO and LUMO (spin up / spin down) = 0.3057 / 0.2400 Eh
Spin multiplicity = 2

Positions of all 163 atoms, in Å:
O1 -2.955 -4.410 2.239
O2 -4.442 2.211 2.192
O3 0.589 4.281 1.032
O4 2.769 0.998 2.654
O5 -5.689 -0.285 -1.079
O6 1.484 -3.688 -1.570
O7 -0.162 1.249 1.772
O8 -2.544 3.841 -0.199
O9 4.521 2.076 -4.900
O10 -0.747 -0.505 5.047
N1 2.642 -4.395 -1.333
N2 -8.691 0.162 -0.608
N3 -1.047 2.433 5.848
N4 1.300 3.624 3.897
N5 -2.570 0.839 3.521
N6 3.180 2.199 -4.876
C1 -7.646 -0.280 0.336
C2 -3.142 2.811 -0.949
C3 3.495 4.501 -5.466
C4 0.900 -0.378 0.217
C5 2.663 -0.111 -5.710
C6 -3.883 -1.076 3.913
C7 -6.535 -1.109 -0.323
C8 0.934 1.099 -4.427
C9 3.822 1.312 1.696
C10 1.864 4.689 3.127
C11 2.449 -5.918 -1.496
C12 -1.036 -0.015 6.361
C13 -2.302 2.326 -2.133
C14 -1.926 -3.512 0.156
C15 3.186 5.011 3.787
C16 -0.309 0.021 1.112
C17 1.902 -6.305 -2.881
C18 1.164 3.434 -5.368
C19 1.525 -6.535 -0.372
C20 -3.747 0.156 2.998
C21 0.648 -0.822 4.947
C22 0.661 4.221 -0.419
C23 -2.223 -4.647 1.152
C24 3.592 -3.264 -3.418
C25 5.059 -4.498 -1.736
C26 -4.385 -0.756 -1.329
C27 3.044 0.340 -3.241
C28 -5.531 3.081 1.769
C29 1.919 4.305 1.615
C30 2.669 3.207 -5.767
C31 -8.423 -1.033 1.469
C32 4.983 0.310 1.737
C33 4.906 -6.005 -2.044
C34 2.916 2.948 -7.271
C35 2.446 0.925 -4.591
C36 4.047 -2.418 -1.108
C37 -0.478 1.404 6.657
C38 3.798 -3.647 -1.940
C39 -0.660 1.831 8.081
C40 -4.888 1.220 3.116
C41 3.841 -6.604 -1.182
C42 0.334 2.149 -5.292
H1 5.428 0.226 2.728
H2 3.116 -1.855 -1.037
H3 -0.117 4.698 -1.016
H4 1.263 0.076 5.003
H5 2.293 -0.256 -2.724
H6 -5.332 3.854 1.026
H7 0.578 1.471 6.395
H8 -1.734 1.923 8.247
H9 -4.141 3.115 -1.262
H10 -0.516 3.267 6.057
H11 3.374 1.367 0.704
H12 -5.148 1.663 4.078
H13 -9.158 -0.596 -1.083
H14 -6.295 2.539 1.211
H15 5.562 -4.395 -0.775
H16 1.908 1.174 2.268
H17 -1.645 -3.890 -0.827
H18 -5.818 0.753 2.793
H19 2.044 -7.347 -3.165
H20 3.850 -4.121 -4.042
H21 1.022 3.923 -4.404
H22 3.734 -0.314 -5.667
H23 -0.587 -0.689 7.091
H24 3.104 5.235 4.851
H25 4.248 2.272 1.986
H26 0.666 -1.078 -0.585
H27 2.922 5.410 -5.652
H28 -4.535 -1.652 -1.931
H29 -0.219 2.806 8.288
H30 0.889 -1.288 3.991
H31 0.988 -1.517 5.715
H32 -3.837 -0.213 1.976
H33 1.358 0.417 -0.372
H34 1.727 -0.830 0.763
H35 1.832 -6.233 0.629
H36 3.648 5.878 3.314
H37 4.640 -6.122 -3.095
H38 -1.183 0.060 0.463
H39 1.531 -7.625 -0.416
H40 -0.486 -0.773 1.837
H41 5.842 -4.170 -2.419
H42 -4.737 -1.663 3.575
H43 0.338 0.192 -4.527
H44 3.776 -7.642 -1.509
H45 -3.831 -0.113 -2.013
H46 3.597 1.014 -2.586
H47 -2.807 -5.317 0.522
H48 -1.111 -2.875 0.499
H49 4.442 -2.614 -3.626
H50 2.396 3.333 1.489
H51 0.834 1.470 -3.407
H52 -1.890 2.743 6.311
H53 -2.758 4.662 -0.648
H54 3.928 4.213 3.782
H55 -1.874 3.160 -2.690
H56 5.829 -6.583 -1.994
H57 -4.086 -0.828 4.955
H58 3.708 4.508 -4.397
H59 1.450 3.884 4.861
H60 2.459 0.226 -6.727
H61 2.649 -2.761 -3.632
H62 -5.896 -1.593 0.415
H63 -7.130 0.512 0.879
H64 -1.331 -5.207 1.434
H65 3.902 2.530 -7.470
H66 -0.720 2.328 -5.079
H67 0.718 3.178 -0.730
H68 1.140 -3.596 -0.678
H69 2.094 -1.032 -5.586
H70 1.896 2.817 3.782
H71 -9.115 -0.336 1.942
H72 1.566 4.687 -0.810
H73 4.373 4.593 -6.105
H74 0.258 1.791 -6.319
H75 -8.992 -1.932 1.230
H76 -2.118 -0.032 6.494
H77 4.201 -6.534 -0.156
H78 2.880 3.845 -7.890
H79 2.325 -5.738 -3.710
H80 4.728 -0.688 1.379
H81 1.177 5.527 3.241
H82 4.792 -1.697 -1.445
H83 -2.413 0.344 4.387
H84 -2.902 1.712 -2.804
H85 0.714 4.159 -6.046
H86 -6.980 -2.024 -0.714
H87 -0.268 1.115 8.804
H88 0.472 -6.311 -0.545
H89 -3.753 -0.942 -0.461
H90 -3.841 -4.238 1.910
H91 -2.874 -2.991 0.027
H92 -7.769 -1.471 2.223
H93 -1.810 0.611 2.896
H94 2.558 5.069 1.173
H95 -3.114 -1.834 3.763
H96 -6.038 3.543 2.617
H97 -1.446 1.771 -1.750
H98 -3.340 1.991 -0.258
H99 2.300 2.215 -7.792
H100 4.349 -2.629 -0.082
H101 3.764 -0.435 -3.505
H102 -8.182 0.666 -1.320
H103 4.850 2.510 -4.109
H104 0.829 -6.117 -2.883
H105 5.733 0.698 1.048